DFT (wB97M-V/def2-TZVPD) results for a cluster of 3 separate species, C2H14N10O in total in a non-equilibrium geometry.

Output
E, eV: -19227.3253
Energy above the lowest of the compared OMol25 structures with the same formula, charge and spin, kJ/mol: 12.2
Maximum force, hartree/bohr: 0.0801
HOMO-LUMO gap, eV: 8.5061
Charge: +2

CARTESIAN COORDINATES (ANGSTROEM)
C (-0.492, 0.151, 6.001)
N (2.272, -1.838, -11.541)
N (0.418, 0.985, 3.070)
O (-0.135, 2.201, 3.606)
H (2.787, 0.613, -10.751)
N (-2.164, 0.419, 4.420)
H (1.138, 0.878, -10.475)
H (-0.229, -0.765, 9.115)
N (-0.461, -1.070, 8.119)
H (1.086, -0.034, 7.159)
C (1.429, -0.940, -11.134)
N (-1.698, -0.170, 5.574)
H (0.385, -1.150, -11.018)
H (-2.032, 1.000, -0.457)
H (0.166, 0.655, 5.297)
N (0.123, -0.375, 7.079)
N (-0.795, 1.065, 1.028)
N (-0.118, 0.783, 2.011)
H (-1.536, 0.975, 3.817)
H (1.916, -2.814, -11.577)
N (1.836, 0.244, -10.779)
H (-3.074, -0.068, 4.051)
H (3.269, -1.449, -11.422)
N (-1.959, 0.843, 0.616)
H (-2.332, -0.762, 6.017)
H (0.541, 2.651, 4.137)
H (-0.341, -2.030, 8.039)


DFT (wB97M-V/def2-TZVPD) results for a cluster of 4 separate species, C2H14N2O3 in total in a non-equilibrium geometry.

Output
E, eV: -11422.6997
Energy above the lowest of the compared OMol25 structures with the same formula, charge and spin, kJ/mol: 166.6
Maximum force, hartree/bohr: 0.0598
HOMO-LUMO gap, eV: 10.3804
Charge: 0

CARTESIAN COORDINATES (ANGSTROEM)
H (-0.888, -0.260, 1.911)
N (-1.263, -0.549, -0.253)
H (0.445, 0.781, -0.774)
N (-1.195, 1.962, -0.418)
H (-2.176, 1.805, -0.200)
C (-0.623, 0.652, -0.906)
H (2.319, -1.678, 1.888)
O (3.427, 1.218, 0.356)
H (-1.642, -1.899, -2.084)
H (-2.300, -0.312, -0.361)
H (1.125, -0.874, 1.409)
H (-0.755, 0.408, -2.018)
C (-1.027, -1.802, -1.138)
O (-0.272, 0.402, 2.202)
H (0.060, -1.752, -1.322)
O (1.880, -1.373, 1.036)
H (-0.215, 1.178, 1.687)
H (-1.445, 2.585, -1.178)
H (-1.206, -2.732, -0.659)
H (2.726, 1.873, 0.408)
H (3.025, 0.365, 0.414)


DFT (wB97M-V/def2-TZVPD) results for a cluster of 5 separate species, C2H14N2O4 in total in a non-equilibrium geometry.

Output
E, eV: -13471.4078
Energy above the lowest of the compared OMol25 structures with the same formula, charge and spin, kJ/mol: 44.1
Maximum force, hartree/bohr: 0.0199
HOMO-LUMO gap, eV: 9.6975
Charge: 0

CARTESIAN COORDINATES (ANGSTROEM)
H (-0.407, -0.676, -0.666)
H (-2.301, 0.844, 1.293)
H (-1.475, 0.596, 2.600)
O (1.680, 3.482, -1.463)
N (-0.396, -2.738, 0.697)
O (-2.577, -0.937, 0.213)
H (-3.467, -0.852, -0.145)
O (0.493, 1.889, 0.738)
H (1.728, -0.680, -2.429)
O (-1.956, 1.275, 2.091)
H (2.031, 2.947, -0.735)
H (1.540, -2.781, -0.085)
C (1.566, -0.546, -1.356)
N (0.393, -1.253, -0.878)
H (0.737, 3.309, -1.372)
H (-2.221, -1.810, -0.015)
H (-0.234, -3.557, 1.263)
H (2.492, -0.923, -0.907)
H (0.758, 2.560, 1.378)
C (0.545, -2.334, -0.060)
H (1.475, 0.521, -1.209)
H (-0.405, 1.664, 1.045)


DFT (wB97M-V/def2-TZVPD) results for a cluster of 2 separate species, C2H14N2Si3 in total in a non-equilibrium geometry.

Output
E, eV: -28909.7767
Energy above the lowest of the compared OMol25 structures with the same formula, charge and spin, kJ/mol: 443.2
Maximum force, hartree/bohr: 0.0743
HOMO-LUMO gap, eV: 6.3759
Charge: 0

CARTESIAN COORDINATES (ANGSTROEM)
N (-1.920, 0.138, 0.023)
H (3.472, -1.899, -1.935)
H (3.135, -2.840, 0.251)
H (1.334, -2.565, -0.834)
H (-1.877, 2.242, 0.017)
Si (2.705, -1.804, -0.634)
H (-2.703, -0.502, 1.829)
H (3.684, 1.743, 1.216)
Si (-0.664, 0.051, -1.250)
H (-3.477, 1.616, -0.693)
H (-1.012, -0.685, 1.689)
C (-2.606, 1.467, 0.102)
H (-3.228, 1.470, 1.101)
H (2.650, 2.020, -0.731)
C (-1.942, -0.804, 1.158)
N (2.206, -0.342, -0.052)
H (-2.254, -1.759, 0.704)
H (1.229, 1.527, 1.124)
H (0.065, -1.236, -1.286)
H (-1.300, 0.957, -2.194)
Si (2.501, 1.206, 0.395)